No. 1
Molecular formula: CH2BNO
Method: DFT, the ωB97M-V functional and the def2-TZVPD basis

Results
- Orbital gap: 12.252 eV
- Relative energy (zero: lowest compared OMol25 entry of this formula, charge and spin): 0.084 eV
- SMILES: N#CBO
- Electronic energy: -5284.0548 eV
- Highest occupied orbital energy: -12.21 eV

Atoms and positions in Å:
N 0.0130 0.2330 2.4357
C 0.0644 0.0552 1.3116
B 0.1490 -0.2375 -0.2110
O -0.4117 0.6931 -0.9945
H 0.6878 -1.2512 -0.6523
H -0.5026 0.5074 -1.8894

***

No. 2
Molecular formula: C2H10NO3
Method: DFT, the ωB97M-V functional and the def2-TZVPD basis

Results
- Orbital gap: 8.049 eV
- Total charge: -1
- Relative energy (zero: lowest compared OMol25 entry of this formula, charge and spin): 0.704 eV
- Electronic energy: -9869.0665 eV
- Highest occupied orbital energy: -3.84 eV

Atoms and positions in Å:
C -2.0819 -0.7081 0.3110
N -1.4540 0.6123 0.4323
C -0.0064 0.6692 0.6595
O 0.6405 0.1965 -0.4693
H -1.6343 -1.3810 -0.4626
H -3.1746 -0.5354 -0.0664
H -2.1667 -1.2030 1.3584
H -1.6885 1.1709 -0.4115
H 0.1849 0.0914 1.5633
H 0.3056 1.7955 0.9221
H 1.8278 -2.6611 -0.8532
H 0.9365 -1.3386 -0.3641
O 1.2576 -2.2823 -0.1891
H 1.5761 1.4923 -0.8951
H 3.0944 1.8648 -0.5125
O 2.3831 2.2168 -1.0229

***

No. 3
Molecular formula: C6H12S
Method: DFT, the ωB97M-V functional and the def2-TZVPD basis

Results
- Orbital gap: 7.638 eV
- Relative energy (zero: lowest compared OMol25 entry of this formula, charge and spin): 4.392 eV
- Electronic energy: -17247.2088 eV
- Highest occupied orbital energy: -6.84 eV

Atoms and positions in Å:
C -0.7274 1.2172 1.1050
C 1.1048 0.3117 -1.4135
C 0.8326 1.0662 1.1374
C 1.4065 0.1052 0.0885
C -1.6101 -1.6397 0.4812
C -0.3853 0.0325 -1.4690
S -1.6875 0.2459 0.1753
H -1.1777 1.6830 1.9411
H 1.3839 1.2779 -1.5621
H 1.2084 2.1947 0.9724
H 1.2982 0.6731 2.1452
H 1.0442 -0.8510 0.3239
H 2.4623 0.3602 0.4260
H -0.7088 -1.9294 0.9115
H -2.4566 -1.7235 1.2975
H -1.8572 -2.2750 -0.4966
H 1.5834 -0.4711 -2.0441
H -0.7639 -0.9455 -1.7960
H -0.9500 0.6675 -2.2235

***

No. 4
Molecular formula: C4H11NO2
Method: DFT, the ωB97M-V functional and the def2-TZVPD basis

Results
- Orbital gap: 10.333 eV
- Relative energy (zero: lowest compared OMol25 entry of this formula, charge and spin): 1.469 eV
- SMILES: CC[C@H](N)C=O.O
- Electronic energy: -9910.7733 eV
- Highest occupied orbital energy: -9.69 eV

Atoms and positions in Å:
C -2.3112 1.4660 -0.1550
C -1.1519 0.6322 -0.7005
C -0.7215 -0.5144 0.2299
N 0.1559 -0.1219 1.3615
C -0.0816 -1.7190 -0.4535
O 0.6653 -1.6151 -1.3873
H -3.1947 0.8310 -0.0634
H -2.0428 1.8556 0.8269
H -2.5663 2.2705 -0.8411
H -1.4097 0.2363 -1.6834
H -0.2415 1.2370 -0.7956
H -1.6219 -0.9143 0.7171
H 0.0823 0.8879 1.4535
H 1.1170 -0.2648 1.0799
H -0.2858 -2.6839 0.0425
O 2.9396 1.1425 0.7222
H 3.0186 1.6839 1.5081
H 2.2074 1.5074 0.2190

***

Which formula does entry 3 have?
C6H12S